The following is a quantum chemistry calculation of a molecular structure, C16H25OSSn in a non-equilibrium geometry, from the Open Molecules 2025 dataset.

Geometry as XYZ:
```
44
Properties=species:S:1:pos:R:3:lowdin_charge:R:1
C -0.25035 0.49766 -3.80211 -0.171
C 0.33430 1.84043 -3.68794 0.005
C 0.58621 -0.62052 -4.25232 0.007
C -1.70767 0.34077 -3.74026 0.001
H 0.65001 -0.65847 -5.35896 0.148
H 0.18826 -1.59664 -3.92878 0.104
H 1.62133 -0.53475 -3.88221 0.105
H 0.33081 2.36737 -4.66063 0.146
H 1.37969 1.80975 -3.34978 0.106
H -0.23585 2.46932 -2.98958 0.115
H -2.17634 0.52129 -4.72617 0.148
H -2.15941 1.06134 -3.04359 0.113
H -2.00725 -0.67112 -3.43351 0.101
C 2.43473 -0.29463 1.71809 -0.238
C 2.84929 -0.92517 0.51274 -0.221
C 2.51338 -0.07501 -0.57779 -0.252
H 3.40445 -1.85554 0.43869 0.114
C 1.88897 1.10317 -0.05868 -0.250
C 1.87399 0.98711 1.37315 -0.298
H 1.72320 1.83129 2.06607 0.072
H 2.63523 -0.63905 2.72890 0.112
H 2.79355 -0.22866 -1.61754 0.090
H 1.64534 2.00741 -0.62943 0.102
C -1.91385 -1.23877 1.08674 -0.258
C -1.14680 -2.40290 1.43830 -0.218
C -0.62061 -2.95908 0.22873 -0.230
H -1.07891 -2.84752 2.43324 0.115
C -1.08564 -2.15979 -0.86462 -0.269
C -1.91619 -1.11937 -0.33815 -0.242
H -2.56853 -0.46754 -0.93024 0.099
H -2.54297 -0.66454 1.76960 0.105
H -0.04461 -3.87913 0.12979 0.112
H -0.95382 -2.38800 -1.92328 0.083
Sn 0.38685 -0.74466 0.50943 1.428
C -1.02460 2.51133 4.50319 -0.245
S -0.27908 1.44838 3.27540 0.798
C -0.19648 -0.08847 4.17152 -0.238
O -1.27228 1.25591 2.15533 -0.560
H -0.30040 2.66463 5.31613 0.064
H -1.92576 2.01417 4.88223 0.063
H -1.27615 3.46157 4.01128 0.064
H -1.22056 -0.46284 4.27178 0.071
H 0.42599 -0.80794 3.62307 0.029
H 0.23855 0.13720 5.15220 0.068
```

Results
energy above the lowest of the compared OMol25 structures with the same formula, charge and spin: 0.314 eV
HOMO energy: -9.6 eV
E_tot: -1311.9242 a.u.
orbital gap: 0.1268 Ha
net charge: +1